Record 1
The following is a DFT calculation (ωB97M-V/def2-TZVPD) of 5 unconnected molecules or ions with the total composition C18H32Cl2O8S2.

Each line ends with the Löwdin charge.
CARTESIAN COORDINATES (ANGSTROEM)
C 1.54821 5.21961 0.59734  -0.229
C 0.26833 4.75861 -0.00789  -0.171
C 0.51746 4.87172 -1.50667  -0.143
S 2.30356 5.07080 -1.87229  0.903
O 2.66037 6.50509 -1.95994  -0.204
O 2.74670 4.00692 -2.80731  -0.165
C 2.66085 4.53865 -0.12347  -0.116
H 1.40802 4.85175 1.61377  0.155
H 1.66642 6.30112 0.66419  0.141
H -0.50074 5.46166 0.31205  0.146
H 0.07739 3.70595 0.20076  0.135
H 0.00969 5.77207 -1.85255  0.127
H 0.16339 4.03805 -2.11307  0.126
H 3.64329 4.97324 0.06103  0.133
H 2.56200 3.45492 -0.06121  0.056
C -4.66483 -2.40885 -2.73638  -0.202
C -4.84830 -1.92159 -1.25205  -0.182
C -4.40673 -0.41743 -1.28320  -0.211
S -3.42482 -0.04931 -2.80979  0.691
O -2.08697 0.37683 -2.44021  -0.372
O -4.30216 0.67871 -3.71120  -0.330
C -3.34643 -1.84484 -3.26860  -0.214
H -5.46135 -1.86872 -3.24816  0.113
H -4.79275 -3.48942 -2.67230  0.117
H -4.15924 -2.35809 -0.52903  0.098
H -5.90255 -2.04247 -1.00298  0.111
H -3.72541 -0.21563 -0.45665  0.082
H -5.17521 0.35556 -1.28798  0.093
H -2.41322 -2.20225 -2.83330  0.064
H -3.18782 -1.86824 -4.34674  0.101
O -1.28751 1.32493 2.79194  0.056
C -1.82544 0.87623 3.79690  -0.462
O -2.29878 -0.37449 3.80805  0.009
C -2.77209 -0.76297 5.11320  -0.112
C -2.45927 0.41109 6.05146  -0.142
C -1.80511 1.48921 5.20827  -0.072
H -2.05889 -1.57559 5.25135  0.129
H -3.78300 -1.09795 4.88092  0.132
H -1.70589 0.04832 6.75069  0.114
H -3.28109 0.84273 6.62278  0.118
H -0.79124 1.74850 5.51312  0.127
H -2.39278 2.40711 5.19400  0.123
O 4.10899 -6.85927 -1.62665  0.086
C 4.36627 -5.65003 -1.73268  -0.507
O 3.97795 -4.80112 -0.80099  0.019
C 4.60166 -3.54484 -0.87171  -0.150
C 5.81905 -3.88995 -1.74475  -0.129
C 5.46182 -5.15961 -2.51589  -0.081
H 4.83160 -3.41409 0.18570  0.135
H 3.85909 -2.92195 -1.37041  0.123
H 6.61885 -4.04132 -1.01983  0.118
H 6.03627 -2.96865 -2.28523  0.112
H 6.19103 -5.92467 -2.78239  0.141
H 5.12394 -4.94095 -3.52887  0.134
Cl 2.21971 0.89951 0.27505  0.602
C 1.40573 -0.63619 0.57198  -0.643
C 0.00534 -0.66628 -0.03245  -0.624
Cl -0.70595 -2.29314 -0.42218  0.561
H 1.36901 -0.90200 1.62843  0.085
H 1.90351 -1.42083 0.00219  0.053
H 0.09046 -0.09155 -0.95470  0.048
H -0.66040 -0.36489 0.77628  0.044

Properties
Calculated total energy ... -82267.828 eV
Total charge ... +1
Frontier orbital gap (alpha / beta) ... 8.274 / 1.828 eV
F_max ... 0.1199 Eh/bohr
<S²> ... 0.759
Spin multiplicity ... 2

Record 2
The following is a DFT calculation (ωB97M-V/def2-TZVPD) of a molecular structure, C31H24N2O2Pd.

Each line ends with the Löwdin charge.
CARTESIAN COORDINATES (ANGSTROEM)
Pd 0.28575 -0.11526 0.18350  0.960
C 3.34460 -1.35609 0.66381  -0.048
O 1.94750 -1.57610 0.48582  -0.198
C 1.50823 -2.87235 0.27017  -0.199
C 2.34893 -3.96672 0.37863  -0.023
C 1.85715 -5.24420 0.14482  -0.079
C 0.52728 -5.42261 -0.19878  -0.084
C -0.31349 -4.32879 -0.30333  -0.011
C 0.15485 -3.04107 -0.06398  -0.167
N -0.65131 -1.88230 -0.16661  -0.083
N -1.82740 -2.06129 -0.59329  0.083
C -2.70823 -1.06608 -0.80929  -0.131
C -2.46408 0.35148 -0.70115  -0.308
O -1.36695 0.91933 -0.39359  -0.106
C -3.56198 1.24137 -0.98580  -0.002
C -4.77663 0.79213 -1.35194  -0.015
C -5.05067 -0.60404 -1.50669  -0.179
C -6.31713 -1.05156 -1.92112  -0.043
C -6.57304 -2.38797 -2.08739  -0.093
C -5.55191 -3.31444 -1.84122  -0.082
C -4.30873 -2.89592 -1.43092  -0.030
C -4.02360 -1.52965 -1.24915  -0.101
H 3.90716 -1.77774 -0.16981  0.106
H 3.68343 -1.79288 1.60448  0.103
H 3.48045 -0.27838 0.68207  0.085
H 3.38686 -3.84077 0.64759  0.105
H 2.52322 -6.09145 0.23434  0.105
H 0.14343 -6.41608 -0.38768  0.105
H -1.35247 -4.44740 -0.57249  0.098
H -3.36019 2.29903 -0.88118  0.118
H -5.57546 1.50025 -1.54233  0.117
H -7.08962 -0.31537 -2.11144  0.110
H -7.54995 -2.72614 -2.40663  0.099
H -5.74281 -4.37152 -1.97608  0.101
H -3.52731 -3.61666 -1.24413  0.089
C 5.23454 4.93148 -0.75361  -0.099
C 4.91188 4.25238 -1.91916  -0.091
C 3.92384 3.27933 -1.90530  -0.050
C 3.24077 2.96907 -0.73002  -0.220
C 3.57253 3.66058 0.43687  -0.031
C 4.55913 4.63215 0.42311  -0.084
C 2.20651 1.91632 -0.75134  -0.074
C 1.44069 1.53223 0.25573  -0.213
C 0.92624 1.88699 1.54415  -0.299
C 0.16608 3.05298 1.72725  -0.040
C -0.60486 3.22333 2.86255  -0.081
C -0.63444 2.24846 3.85197  -0.094
C 0.15374 1.11503 3.71175  -0.087
C 0.93889 0.93111 2.58381  -0.076
H 6.01073 5.68558 -0.75904  0.098
H 5.42777 4.48171 -2.84284  0.100
H 3.67089 2.75105 -2.81738  0.108
H 3.04891 3.43280 1.35733  0.106
H 4.80413 5.16086 1.33562  0.102
H 2.09724 1.39390 -1.69947  0.103
H 0.16460 3.79628 0.94036  0.122
H -1.19232 4.12586 2.97659  0.103
H -1.25412 2.37613 4.72936  0.098
H 0.16224 0.36384 4.49176  0.103
H 1.61852 0.08774 2.55075  0.095

Properties
Energy relative to the best compared isomer or geometry (same formula, charge and spin) ... 0.0 kcal per mole
Calculated total energy ... -43089.267 eV
Frontier orbital gap ... 6.557 eV
F_max ... 0.0320 Eh/bohr
Spin multiplicity ... 1

Record 3
The following is a DFT calculation (ωB97M-V/def2-TZVPD) of a gas-phase ion, C6H10Cl2N3S (charge +1).

Each line ends with the Löwdin charge.
CARTESIAN COORDINATES (ANGSTROEM)
C -1.26092 -0.16890 -3.47003  0.035
N -1.60189 -1.21700 -2.50060  -0.056
N -0.74358 -1.17124 -1.38077  0.064
C -1.44389 -1.29691 -0.25607  -0.187
N -0.93663 -1.09641 0.91398  0.077
C 0.16542 -1.10320 1.53738  -0.755
Cl 1.21139 -2.39969 1.69025  0.837
C 0.67458 0.17172 2.02337  -0.598
C -0.13699 1.27415 1.65361  -0.479
Cl -0.08198 2.89294 2.27676  0.701
S 2.05804 0.26607 3.13043  0.873
C 3.00031 1.66598 2.56546  -0.416
H -1.70347 -0.51756 -4.36174  0.101
H -1.63569 0.80597 -3.23964  0.108
H -0.25678 -0.08688 -3.33120  0.070
H -2.54990 -1.18862 -2.28258  0.135
H -1.41357 -2.16147 -2.86547  0.196
H -2.47536 -1.44361 -0.29649  0.122
H -0.71327 1.22764 0.78175  0.040
H 3.01475 1.78923 1.43028  0.086
H 3.95712 1.17501 2.92391  0.044
H 2.87229 2.58278 3.05741  0.004

Properties
Calculated total energy ... -46724.167 eV
Total charge ... +1
Frontier orbital gap (alpha / beta) ... 7.216 / 7.216 eV
F_max ... 0.0693 Eh/bohr
SMILES ... C[NH2+]/N=C/N=C(Cl)/C(=C/Cl)SC
Spin multiplicity ... 1

Record 4
The following is a DFT calculation (ωB97M-V/def2-TZVPD) of 5 unconnected molecules or ions with the total composition C14H43N4O5.

Each line ends with the Löwdin charge.
CARTESIAN COORDINATES (ANGSTROEM)
N -0.57058 2.89994 -23.54740  0.257
H -0.46688 3.38834 -24.45032  0.075
H 0.22462 3.23700 -22.97105  0.071
H -0.30883 1.90895 -23.71800  0.076
H -1.46702 2.92259 -23.06541  0.091
C -0.51690 4.29173 -27.47092  -0.215
C -1.43578 5.43960 -27.67045  -0.247
O -2.63557 5.19947 -26.93320  -0.055
O -0.24652 4.11256 -26.06866  -0.105
H 0.41326 4.42608 -28.02895  0.131
H -0.92306 3.36325 -27.88727  0.123
H -1.66953 5.61488 -28.72432  0.129
H -0.95448 6.35827 -27.30620  0.124
H -3.26817 5.87414 -27.19651  0.090
H 0.71113 4.03057 -26.01273  0.092
C -0.41813 3.52404 -19.32232  -0.067
C -0.91512 2.17751 -19.82910  -0.414
C -1.56150 1.40944 -18.69577  -0.233
O -2.02926 0.18776 -19.20542  -0.202
C -3.01122 -0.45156 -18.38993  -0.079
N -1.81960 2.36344 -20.99063  0.044
H -0.16338 4.32853 -20.00957  0.058
H 0.44810 3.37799 -18.66768  0.086
H -1.17846 3.96555 -18.66195  0.085
H -0.04942 1.61143 -20.18626  0.139
H -2.35447 1.98271 -18.18860  0.131
H -0.81236 1.25096 -17.90078  0.138
H -3.86428 0.21510 -18.24078  0.090
H -2.58105 -0.68531 -17.40854  0.092
H -3.26286 -1.38515 -18.87999  0.089
H -2.64040 2.87322 -20.65664  0.095
H -2.21689 1.42965 -21.13531  0.058
C 3.85596 4.49447 -21.37444  -0.053
C 2.40421 4.33132 -21.79924  -0.426
C 1.89012 5.59568 -22.44786  -0.202
O 0.48784 5.50583 -22.54256  -0.216
C -0.12566 6.47028 -23.35960  -0.094
N 2.26603 3.19092 -22.73103  0.040
H 4.50981 4.45601 -22.24550  0.084
H 4.09368 3.69837 -20.66942  0.083
H 4.04744 5.43736 -20.85833  0.083
H 1.79212 4.12211 -20.92165  0.117
H 2.30271 5.66418 -23.46697  0.138
H 2.17632 6.42384 -21.79177  0.137
H -0.03862 6.20109 -24.41769  0.074
H 0.28405 7.46900 -23.16019  0.097
H -1.18461 6.56286 -23.11878  0.094
H 2.81267 3.40682 -23.56174  0.082
H 2.71081 2.37028 -22.33124  0.089
C 0.09134 -0.16032 -27.30723  -0.055
C -0.42159 0.25212 -25.94172  -0.434
C -1.36242 -0.73282 -25.29100  -0.169
O -1.63753 -0.29090 -23.95216  -0.213
C -2.97999 0.07468 -23.70525  -0.101
N 0.63971 0.68427 -24.99534  0.028
H 0.87137 -0.92810 -27.22364  0.087
H 0.61495 0.64337 -27.83093  0.074
H -0.71018 -0.55513 -27.93092  0.086
H -0.98146 1.19265 -26.07990  0.125
H -0.86155 -1.69731 -25.15806  0.139
H -2.30858 -0.79038 -25.82656  0.128
H -3.15009 1.10803 -24.02275  0.087
H -3.12871 -0.00221 -22.62700  0.079
H -3.68276 -0.62478 -24.16291  0.093
H 0.93674 -0.09830 -24.41702  0.092
H 1.44853 0.97912 -25.53181  0.079

Properties
Energy relative to the best compared isomer or geometry (same formula, charge and spin) ... 3.1 kcal per mole
Calculated total energy ... -31406.591 eV
Total charge ... +1
Frontier orbital gap ... 9.955 eV
F_max ... 0.0330 Eh/bohr
Spin multiplicity ... 1

Record 5
The following is a DFT calculation (ωB97M-V/def2-TZVPD) of a single C6H10O molecule.

Each line ends with the Löwdin charge.
CARTESIAN COORDINATES (ANGSTROEM)
C -0.21079 -1.75498 1.18684  -0.107
C 0.60852 -1.76123 -0.07468  -0.112
C 0.54528 -0.52516 0.77406  -0.257
C -0.17771 0.70523 0.26402  -0.321
C 0.55500 1.47780 -0.86970  -0.040
C -1.87419 1.33647 -1.13466  0.048
O -1.40508 0.33729 -0.40772  -0.177
H -1.29068 -1.73774 1.07579  0.103
H 0.15260 -2.32058 2.04109  0.101
H 1.53080 -2.33623 -0.09348  0.101
H 0.06175 -1.73512 -1.01335  0.108
H 1.43227 -0.27917 1.35916  0.145
H -0.44008 1.35591 1.11245  0.151
H 0.93577 2.45307 -0.55702  0.089
H 1.32919 0.87209 -1.33536  0.089
H -1.59383 2.29818 -0.61021  0.023
H -0.15882 1.61417 -1.71724  0.054

Properties
Energy relative to the best compared isomer or geometry (same formula, charge and spin) ... 102.3 kcal per mole
Calculated total energy ... -8426.804 eV
Frontier orbital gap ... 9.044 eV
F_max ... 0.0328 Eh/bohr
Spin multiplicity ... 1

Record 6
The following is a DFT calculation (ωB97M-V/def2-TZVPD) of 4 unconnected molecules or ions with the total composition C2H14N2O3.

Each line ends with the Löwdin charge.
CARTESIAN COORDINATES (ANGSTROEM)
N -1.51575 1.01235 -1.43957  -0.001
C -0.77440 -0.00713 -0.67824  -0.284
C -1.74810 -0.68630 0.27002  -0.311
N -1.13988 -1.44489 1.34558  -0.006
H -1.94095 0.62644 -2.26399  0.065
H -0.89242 1.77340 -1.64635  0.055
H -0.08753 0.47579 0.01327  0.060
H -0.13738 -0.63237 -1.30071  0.111
H -2.47371 0.05538 0.62979  0.099
H -2.44126 -1.33564 -0.27654  0.107
H -1.36794 -2.42861 1.29233  0.062
H -0.15167 -1.29167 1.50088  0.053
O 2.18876 0.93473 0.95757  -0.077
H 1.96600 1.86281 0.76855  0.015
H 1.47466 0.71262 1.56846  0.017
O 0.12589 2.92985 0.77936  -0.045
H -0.16225 3.81649 1.00803  0.054
H -0.64696 2.36974 0.64911  0.028
O 3.43931 -2.91085 -1.35956  -0.055
H 3.52544 -3.56606 -0.66619  0.030
H 2.76014 -2.26607 -1.15178  0.022

Properties
Energy relative to the best compared isomer or geometry (same formula, charge and spin) ... 26.2 kcal per mole
Calculated total energy ... -11423.289 eV
Frontier orbital gap ... 9.778 eV
F_max ... 0.0240 Eh/bohr
SMILES ... NCCN.O.O.O
Spin multiplicity ... 1